No. 1
{"formula": "C21H40O21", "method": "ωB97M-V with the def2-TZVPD basis set", "symbols": ["C", "C", "O", "C", "O", "O", "H", "H", "H", "H", "C", "O", "C", "O", "O", "C", "H", "H", "H", "H", "H", "H", "C", "O", "C", "O", "O", "C", "H", "H", "H", "H", "H", "H", "C", "O", "C", "O", "O", "C", "H", "H", "H", "H", "H", "H", "C", "O", "C", "O", "O", "C", "H", "H", "H", "H", "H", "H", "C", "O", "C", "O", "O", "C", "H", "H", "H", "H", "H", "H", "C", "O", "C", "O", "O", "C", "H", "H", "H", "H", "H", "H"], "positions_angstrom": [[-1.34728, -0.03825, 0.84300], [-0.43220, 1.08833, 0.30480], [0.51093, 0.38544, -0.48577], [0.06920, -0.85778, -0.73254], [0.60550, -1.59468, -1.49395], [-1.07545, -1.12080, -0.05915], [-2.37309, 0.29769, 0.71017], [-1.07990, -0.33284, 1.85468], [0.02998, 1.59823, 1.14235], [-1.02715, 1.75978, -0.29935], [-0.68482, 2.51041, 4.43968], [0.15351, 1.84836, 5.36085], [0.46292, 0.58250, 5.08445], [0.06667, -0.04640, 4.14183], [1.30146, 0.15723, 6.02401], [1.73693, -1.19665, 5.93475], [-0.37640, 3.55350, 4.40081], [-1.73094, 2.40119, 4.71681], [-0.56304, 2.14823, 3.41424], [2.75823, -1.21704, 6.30883], [1.79566, -1.55659, 4.90574], [1.07219, -1.84635, 6.49674], [-0.93735, 4.83639, -2.22262], [-1.36688, 3.50301, -1.93837], [-2.62470, 3.21281, -2.23601], [-3.39680, 3.93017, -2.80949], [-2.88642, 1.98762, -1.77650], [-4.03626, 1.35323, -2.31723], [-0.85428, 4.97154, -3.30167], [0.01027, 4.97062, -1.71862], [-1.68389, 5.55505, -1.88207], [-4.02538, 0.32346, -1.96157], [-3.97172, 1.32450, -3.40311], [-4.95693, 1.81294, -1.96500], [7.27888, 1.13459, -1.07727], [5.95565, 1.59350, -1.35955], [5.17490, 0.69314, -1.95947], [5.47724, -0.44496, -2.19587], [4.01235, 1.27621, -2.23378], [2.97918, 0.45788, -2.80289], [7.70174, 0.67928, -1.97279], [7.26195, 0.37486, -0.29696], [7.83776, 2.00877, -0.76866], [2.06903, 0.74166, -2.29380], [3.20972, -0.59814, -2.67656], [2.95582, 0.62724, -3.87958], [-4.37288, -3.07529, 0.79747], [-4.27261, -3.18857, 2.22242], [-5.06467, -4.08423, 2.79027], [-5.72943, -4.90552, 2.21900], [-5.01639, -3.92290, 4.11403], [-5.41237, -5.08374, 4.86028], [-3.59583, -2.37532, 0.50944], [-5.37272, -2.75038, 0.52155], [-4.15466, -4.03590, 0.33100], [-4.78555, -5.92691, 4.56883], [-6.44515, -5.32576, 4.61548], [-5.28501, -4.86497, 5.91189], [3.60632, 5.14988, 0.42806], [4.07629, 3.95915, 1.04757], [3.22530, 2.94019, 1.01959], [2.14669, 2.93988, 0.48001], [3.78447, 1.92468, 1.66434], [2.97944, 0.75377, 1.80248], [4.38043, 5.89708, 0.52587], [2.66302, 5.46655, 0.87727], [3.37111, 4.94853, -0.62042], [2.80369, 0.29215, 0.83421], [2.05218, 0.97464, 2.32814], [3.57176, 0.06319, 2.39990], [-0.97929, -4.32614, -2.72535], [-1.53885, -4.15623, -4.03094], [-0.80263, -3.44287, -4.88187], [0.29946, -3.01476, -4.67222], [-1.51693, -3.26341, -5.98955], [-0.90077, -2.46704, -6.99856], [0.03040, -4.73488, -2.75074], [-1.65313, -5.04120, -2.25859], [-0.93031, -3.40087, -2.15599], [-0.42361, -1.58693, -6.56195], [-1.67321, -2.14434, -7.68587], [-0.12133, -3.04046, -7.50057]], "mulliken_charge": [-0.31, 0.71, -0.01, 0.24, -0.56, -0.26, 0.36, 0.25, -0.13, -0.30, -0.18, -0.34, 0.85, -0.55, -0.36, -0.67, 0.27, 0.31, -0.15, 0.26, 0.30, 0.29, -0.68, -0.17, 0.61, -0.58, -0.19, -0.75, 0.29, 0.16, 0.35, 0.21, 0.34, 0.31, -0.70, -0.27, 0.81, -0.58, -0.25, -0.43, 0.31, 0.29, 0.22, -0.09, 0.37, 0.33, -0.36, -0.21, 0.74, -0.55, -0.31, -0.65, -0.08, 0.31, 0.31, 0.31, 0.29, 0.22, -0.64, -0.39, 0.96, -0.53, -0.42, -0.05, 0.24, 0.28, 0.27, 0.10, -0.08, 0.31, -0.28, -0.35, 0.85, -0.54, -0.35, -0.64, 0.30, 0.24, -0.05, 0.30, 0.22, 0.28], "e_tot_ev": -65423.24741, "e_above_lowest_ev": 0.0000, "homo_lumo_gap_ha": 0.400}

=====

No. 2
{"formula": "C21H40P2Ru", "method": "ωB97M-V with the def2-TZVPD basis set", "symbols": ["P", "P", "C", "C", "H", "H", "H", "H", "C", "H", "H", "H", "C", "H", "H", "H", "C", "H", "H", "H", "C", "H", "H", "H", "Ru", "C", "C", "C", "C", "C", "C", "C", "C", "C", "H", "H", "H", "H", "H", "H", "H", "H", "H", "H", "H", "H", "H", "H", "H", "C", "C", "C", "C", "C", "C", "H", "H", "H", "H", "H", "H", "H", "H", "H"], "positions_angstrom": [[-1.89897, -0.90553, -2.73376], [0.16701, -3.17148, -0.49552], [-1.34775, -2.74156, -2.94407], [-1.23743, -3.61419, -1.68260], [-0.40914, -2.74941, -3.52872], [-2.11544, -3.19811, -3.60278], [-2.20160, -3.65262, -1.13080], [-1.01433, -4.65287, -1.98160], [1.52026, -4.16976, -1.22284], [2.41400, -4.07710, -0.59450], [1.75777, -3.91834, -2.26480], [1.19839, -5.21117, -1.20383], [-0.40914, -4.37733, 0.73948], [-0.17182, -5.35187, 0.30573], [-1.50020, -4.28142, 0.88559], [0.16719, -4.21266, 1.66407], [-1.85586, -0.41091, -4.46343], [-2.14020, 0.64969, -4.49393], [-2.61293, -1.02064, -4.96432], [-0.86424, -0.60511, -4.88787], [-3.68277, -1.07969, -2.53122], [-4.01401, -1.81271, -1.78346], [-4.09873, -1.41535, -3.48381], [-4.11890, -0.09853, -2.31393], [0.18682, 1.99068, -0.09843], [0.59083, -1.66980, 1.06341], [1.39019, -0.72592, 0.30023], [1.16025, -0.53535, -1.13103], [0.42224, 0.64297, -1.88825], [-1.21480, 0.47544, -1.96829], [-1.57093, 0.66023, -0.42547], [-1.61348, -0.70393, 0.22684], [-0.83165, -1.13454, 1.47743], [-0.93162, 3.58616, -0.08919], [1.15877, -2.35979, 1.73936], [2.13565, -0.02775, 0.76440], [0.61927, -1.42758, -1.54328], [2.16023, -0.66875, -1.56761], [0.97731, 1.63082, -1.59825], [0.76434, 0.62936, -2.94815], [-1.61248, 1.33724, -2.55697], [-2.50700, 1.23270, -0.31344], [-1.31697, -1.43691, -0.54918], [-2.67685, -0.96669, 0.33455], [-0.78311, -0.23656, 2.12665], [-1.38826, -1.92610, 2.00915], [-1.26449, 3.76201, 0.95314], [-1.77397, 3.57234, -0.78679], [-0.19243, 4.36801, -0.35724], [1.33116, 4.27500, 4.45910], [2.35494, 3.57521, 3.57733], [3.18757, 4.64613, 2.88365], [3.25728, 2.69844, 4.44775], [1.62332, 2.78771, 2.55127], [1.02011, 2.47336, 1.50922], [1.82495, 4.91701, 5.19679], [0.71657, 3.54313, 4.97958], [0.65807, 4.88354, 3.85138], [3.67788, 5.28893, 3.62187], [3.94889, 4.20478, 2.24290], [2.56079, 5.26675, 2.24042], [2.66073, 1.93774, 4.95421], [3.99951, 2.18283, 3.83470], [3.75921, 3.32980, 5.18917]], "mulliken_charge": [1.11, 0.77, -0.97, -1.00, 0.43, 0.66, 0.39, 0.60, -1.21, 0.39, 0.37, 0.54, -1.57, 0.55, 0.41, 0.43, -1.54, 0.46, 0.55, 0.44, -1.50, 0.38, 0.49, 0.44, 0.07, -0.16, -1.36, 0.56, -0.93, 0.22, -0.97, 1.11, -0.98, -1.15, 0.86, 0.65, -0.53, 0.60, 0.72, 0.48, 0.43, 0.68, -2.13, 0.62, 0.42, 0.33, 0.31, 0.38, 0.36, -1.52, 1.68, -1.61, -1.50, -0.50, -0.27, 0.40, 0.40, 0.38, 0.42, 0.39, 0.39, 0.38, 0.38, 0.38], "e_tot_ev": -43560.35899, "multiplicity": 5, "total_charge": 2, "e_above_lowest_ev": 0.0000, "homo_lumo_gap_ha": [0.208, 0.230]}

=====

No. 3
{"formula": "C21H41BN2O11", "method": "ωB97M-V with the def2-TZVPD basis set", "symbols": ["C", "C", "B", "O", "C", "C", "N", "C", "C", "N", "C", "O", "O", "C", "C", "O", "O", "H", "H", "H", "H", "H", "H", "H", "H", "H", "H", "H", "H", "H", "C", "O", "C", "C", "O", "C", "C", "O", "C", "H", "H", "H", "H", "H", "H", "H", "H", "H", "H", "H", "H", "H", "H", "C", "O", "C", "C", "O", "C", "C", "O", "C", "H", "H", "H", "H", "H", "H", "H", "H", "H", "H", "H", "H", "H", "H"], "positions_angstrom": [[-3.38100, -3.34160, -2.05647], [-4.40425, -2.14504, -2.39130], [-3.66050, -0.71598, -2.76278], [-3.93628, 0.37798, -1.84348], [-2.72101, -0.54298, -4.12246], [-3.06119, -1.81043, -5.02765], [-3.22067, -2.71025, -5.82110], [-1.15691, -0.31555, -3.81406], [-0.67300, -1.49200, -2.85074], [-0.24263, -2.31421, -2.08047], [-0.20401, -0.43669, -5.14935], [1.07934, -0.97285, -4.65103], [1.96693, 0.02948, -4.42974], [-0.91419, 1.17655, -3.26139], [-0.90995, 1.36686, -1.68141], [-1.69290, 2.25837, -1.20555], [-0.06949, 0.70490, -0.73415], [-2.67906, -3.12972, -1.16335], [-4.01150, -4.26899, -1.77002], [-2.77498, -3.67179, -2.98807], [-5.03996, -1.98385, -1.43142], [-5.15438, -2.43805, -3.21025], [-3.37547, 0.21249, -1.04012], [-3.12696, 0.39841, -4.67072], [-0.57923, -1.20702, -5.90248], [-0.04899, 0.59805, -5.61604], [1.95298, 0.14740, -3.43744], [0.09092, 1.61333, -3.64768], [-1.72294, 1.85399, -3.74349], [-0.69769, 0.13616, -0.21048], [-2.64048, 5.20148, 6.04759], [-2.66881, 5.63732, 4.70098], [-2.02716, 6.89558, 4.51982], [-1.36754, 6.97239, 3.14484], [-0.16633, 6.20471, 3.03899], [-0.32087, 4.78369, 2.99118], [-0.94814, 4.27743, 1.69508], [-2.35585, 4.49593, 1.70248], [-2.88874, 4.65888, 0.40120], [-3.26016, 5.85211, 6.67250], [-3.04082, 4.18579, 6.08518], [-1.61351, 5.17624, 6.42696], [-1.26744, 7.06421, 5.29307], [-2.79672, 7.67141, 4.60074], [-1.06317, 8.01109, 2.98134], [-2.06505, 6.72500, 2.34425], [-0.85376, 4.41822, 3.86991], [0.69467, 4.38064, 3.05156], [-0.78262, 3.19905, 1.60034], [-0.48300, 4.79148, 0.84574], [-2.38295, 5.47177, -0.12696], [-3.94466, 4.91804, 0.49351], [-2.80044, 3.72653, -0.16563], [2.32819, -3.47262, -1.34288], [3.26917, -4.29949, -0.68050], [4.61287, -3.99337, -1.03708], [5.55314, -4.23893, 0.14055], [5.46648, -3.24362, 1.16336], [4.28942, -3.26529, 1.97484], [4.21309, -4.46582, 2.91437], [3.82149, -5.63519, 2.20088], [4.31972, -6.82237, 2.78533], [2.32154, -3.68683, -2.41612], [1.34037, -3.68437, -0.93240], [2.54925, -2.41407, -1.16765], [4.70567, -2.94886, -1.35966], [4.88954, -4.64970, -1.86982], [6.57900, -4.17859, -0.23657], [5.43443, -5.24056, 0.55434], [3.39094, -3.17031, 1.36371], [4.34605, -2.36195, 2.58978], [3.45859, -4.28346, 3.68722], [5.19019, -4.61340, 3.38915], [5.40818, -6.78350, 2.87747], [4.06276, -7.65832, 2.13340], [3.86245, -6.98532, 3.76830]], "mulliken_charge": [-0.84, -0.47, 0.21, -0.49, 0.07, -0.32, -0.51, 1.64, -0.53, -0.43, -0.67, -0.15, -0.41, -0.55, -0.11, -0.50, -0.42, 0.24, 0.35, 0.20, 0.28, 0.34, 0.30, 0.49, 0.39, 0.32, 0.33, 0.44, 0.31, 0.36, -0.80, -0.25, -0.55, -0.31, -0.47, -0.42, -0.36, -0.26, -0.44, 0.33, 0.23, 0.35, 0.35, 0.39, 0.41, 0.09, 0.15, 0.40, 0.28, 0.34, 0.36, 0.27, 0.03, -0.91, -0.31, -0.56, -0.32, -0.48, -0.23, -0.60, -0.26, -0.79, 0.41, 0.34, 0.35, 0.33, 0.39, 0.41, 0.11, 0.04, 0.41, 0.41, 0.35, 0.35, 0.23, 0.32], "e_tot_ev": -48611.36657, "homo_lumo_gap_ha": 0.321}